1.
This record from the Open Molecules 2025 dataset describes a structure of composition C43H58GeN6Sn. The level of theory is wB97M-V/def2-TZVPD.

Results
Kohn-Sham gap ... 7.684 eV
Multiplicity ... 1
Net charge ... +2
Relative energy (zero: lowest compared OMol25 entry of this formula, charge and spin) ... 0.0 kJ/mol
Highest occupied orbital energy ... -12.98 eV

```
109
C43H58GeN6Sn, DFT wB97M-V/def2-TZVPD
Sn -1.403 -0.280 0.536
N 0.606 0.980 -0.138
C 0.473 1.399 -1.562
C -0.744 2.330 -1.643
N -2.046 1.741 -1.227
C -2.839 1.498 -2.473
C -3.914 0.415 -2.525
N -3.374 -0.919 -2.237
C -2.744 2.715 -0.358
C -3.935 2.183 0.427
N -3.522 1.071 1.315
H 0.785 1.796 0.444
H 1.415 0.373 -0.035
H 1.361 -0.425 -2.176
H 1.332 2.021 -1.833
H -0.824 2.729 -2.656
H -0.512 3.176 -0.991
H -2.135 1.254 -3.264
H -3.320 2.444 -2.752
H -4.329 0.455 -3.536
H -4.727 0.611 -1.830
H -2.829 -1.226 -3.040
H -4.143 -1.578 -2.166
H -3.069 3.574 -0.958
H -2.025 3.078 0.381
H -4.733 1.863 -0.236
H -4.327 3.015 1.014
H -4.315 0.468 1.513
H -3.246 1.457 2.214
C 2.520 3.144 5.781
C 1.315 2.300 6.236
C 1.804 1.238 7.224
C 0.292 3.198 6.949
C 0.680 1.691 5.002
C 0.063 2.504 4.046
C -0.489 1.931 2.925
N -0.474 0.615 2.676
C 0.125 -0.186 3.572
C 0.703 0.328 4.728
C 0.175 -1.637 3.255
C 0.421 -2.596 4.223
C 0.463 -3.953 3.891
C 0.272 -4.266 2.548
C 0.014 -3.254 1.643
N -0.043 -1.966 1.974
C 0.713 -4.996 4.964
C -0.236 -4.748 6.149
C 2.173 -4.858 5.431
C 0.487 -6.417 4.444
H 2.984 3.612 6.649
H 2.221 3.934 5.091
H 3.267 2.519 5.289
H 2.256 1.732 8.082
H 2.566 0.591 6.784
H 0.979 0.625 7.593
H 0.731 3.590 7.866
H -0.602 2.631 7.219
H -0.008 4.048 6.337
H 0.019 3.577 4.169
H -0.975 2.548 2.175
H 1.190 -0.344 5.417
H 0.556 -2.297 5.252
H 0.310 -5.289 2.203
H -0.158 -3.479 0.595
H 0.005 -3.830 6.686
H -0.153 -5.571 6.859
H -1.274 -4.693 5.814
H 2.369 -3.866 5.842
H 2.862 -5.030 4.603
H 2.380 -5.594 6.207
H -0.530 -6.546 4.068
H 0.632 -7.126 5.258
H 1.196 -6.676 3.656
C 0.480 0.163 -2.452
Ge 0.726 0.473 -4.444
C 1.668 -1.139 -5.047
C 2.360 -1.158 -6.257
C 2.985 -2.316 -6.695
C 2.925 -3.473 -5.933
C 2.231 -3.471 -4.731
C 1.606 -2.312 -4.295
C -1.053 0.481 -5.285
C -1.795 -0.699 -5.203
C -3.023 -0.816 -5.834
C -3.524 0.250 -6.572
C -2.793 1.424 -6.670
C -1.562 1.538 -6.035
C 1.769 2.127 -4.583
C 1.172 3.388 -4.561
C 1.947 4.538 -4.576
C 3.331 4.441 -4.612
C 3.936 3.193 -4.645
C 3.159 2.043 -4.633
H -0.401 -0.458 -2.251
H 2.411 -0.261 -6.865
H 3.519 -2.315 -7.637
H 3.414 -4.375 -6.274
H 2.177 -4.372 -4.134
H 1.062 -2.331 -3.356
H -1.382 -1.549 -4.662
H -3.581 -1.742 -5.776
H -4.470 0.154 -7.087
H -3.174 2.249 -7.258
H -0.989 2.451 -6.143
H 0.091 3.483 -4.539
H 1.471 5.510 -4.571
H 3.935 5.339 -4.615
H 5.015 3.116 -4.689
H 3.639 1.070 -4.665
```

Löwdin population analysis, charges in e, atoms 1 to 6: 1.39 -0.03 -0.42 -0.15 -0.19 -0.16

***

2.
This record from the Open Molecules 2025 dataset describes the molecule C4H7NO at a distorted geometry. The level of theory is wB97M-V/def2-TZVPD.

Results
Kohn-Sham gap ... 10.287 eV
Multiplicity ... 1
Net charge ... 0
SMILES ... C1N[C@H]1[C@H]1CO1
Relative energy (zero: lowest compared OMol25 entry of this formula, charge and spin) ... 382.5 kJ/mol
Highest occupied orbital energy ... -9.14 eV

```
13
C4H7NO, DFT wB97M-V/def2-TZVPD
C 1.027 1.560 -0.104
N 1.447 0.185 -0.280
C -0.064 0.633 -0.463
C -1.082 -0.257 0.187
C -0.730 -1.683 0.172
O -0.722 -0.910 1.378
H 1.122 2.080 0.839
H 1.326 2.090 -1.004
H 1.628 -0.174 0.684
H -0.500 0.937 -1.440
H -2.147 -0.023 0.051
H -1.501 -2.452 0.124
H 0.250 -1.941 -0.232
```

natural (NBO) population analysis, charges in e, atoms 1 to 6: -0.25 -0.60 -0.12 0.04 -0.11 -0.49

***

3.
This record from the Open Molecules 2025 dataset describes the ion C3H6N3O2 with charge +1 at a distorted geometry. The level of theory is wB97M-V/def2-TZVPD.

Results
Kohn-Sham gap (alpha / beta) ... 5.250 / 8.611 eV
Multiplicity ... 3
Net charge ... +1
Relative energy (zero: lowest compared OMol25 entry of this formula, charge and spin) ... 0.0 kJ/mol
Highest occupied orbital energy (alpha / beta) ... -8.30 / -14.81 eV

```
14
C3H6N3O2, DFT wB97M-V/def2-TZVPD
C -0.561 -0.634 -1.357
C -0.715 0.608 -0.836
C 0.548 -0.570 0.577
N -0.022 0.626 0.359
N 0.227 -1.350 -0.464
N 1.276 -0.872 1.650
O -1.338 1.732 -1.189
O 0.087 1.688 1.213
H -0.931 -1.065 -2.262
H 0.504 -2.311 -0.593
H 1.438 -0.158 2.343
H 1.707 -1.772 1.762
H -1.801 1.652 -2.031
H -0.419 2.427 0.828
```

natural (NBO) population analysis, charges in e, atoms 1 to 6: -0.11 0.42 0.50 -0.04 -0.57 -0.73

***

4.
This record from the Open Molecules 2025 dataset describes a structure of composition C31H31N4O6RuS. The level of theory is wB97M-V/def2-TZVPD.

Results
Kohn-Sham gap (alpha / beta) ... 7.724 / 6.384 eV
Multiplicity ... 6
Net charge ... 0
Relative energy (zero: lowest compared OMol25 entry of this formula, charge and spin) ... 0.0 kJ/mol
Highest occupied orbital energy (alpha / beta) ... -7.51 / -8.33 eV

```
74
C31H31N4O6RuS, DFT wB97M-V/def2-TZVPD
Ru 0.480 -1.212 -2.095
C -4.568 -4.062 2.280
C -3.152 -3.921 1.794
C -2.078 -4.056 2.673
C -0.774 -3.939 2.228
C -0.546 -3.686 0.882
C -1.589 -3.576 -0.021
C -2.889 -3.681 0.448
S 1.125 -3.623 0.349
O 1.778 -4.869 0.610
O 1.781 -2.642 1.408
N 1.161 -3.089 -1.087
C 2.278 -3.601 -1.920
C 3.084 -2.471 -2.581
O 4.109 -2.766 -3.152
O 2.573 -1.280 -2.479
H -4.621 -4.024 3.367
H -4.988 -5.016 1.957
H -5.202 -3.274 1.874
H -2.268 -4.254 3.721
H 0.057 -4.035 2.913
H -1.397 -3.397 -1.072
H -3.708 -3.581 -0.253
H 1.876 -4.236 -2.711
H 2.981 -4.205 -1.348
C 1.857 3.560 2.700
C 0.619 4.088 2.031
C 0.110 5.344 2.336
C -1.029 5.834 1.715
C -1.694 5.050 0.786
C -1.219 3.785 0.479
C -0.058 3.314 1.084
N 0.468 2.024 0.809
C 0.360 1.324 -0.369
N 0.307 2.080 -1.473
C 0.150 1.726 -2.837
C 0.166 0.403 -3.270
C 0.061 0.192 -4.652
C -0.063 1.240 -5.544
C -0.087 2.545 -5.072
C 0.020 2.812 -3.718
C 0.013 4.235 -3.219
N 0.391 0.010 -0.376
C 0.331 -0.612 0.894
C -0.840 -0.579 1.612
C -0.844 -0.779 2.991
C 0.393 -0.896 3.683
C 1.557 -0.997 3.008
C 1.604 -1.141 1.514
C 2.858 -0.556 0.892
H 2.307 4.322 3.332
H 2.595 3.239 1.964
H 1.635 2.696 3.334
H 0.628 5.952 3.067
H -1.397 6.821 1.960
H -2.593 5.412 0.306
H -1.754 3.161 -0.225
H 0.642 1.453 1.625
H 0.427 3.067 -1.299
H 0.081 -0.821 -5.031
H -0.136 1.046 -6.606
H -0.184 3.372 -5.764
H -0.143 4.922 -4.048
H 0.962 4.512 -2.750
H -0.784 4.415 -2.492
H -1.751 -0.293 1.098
H -1.774 -0.748 3.541
H 0.397 -0.894 4.766
H 2.503 -1.101 3.524
H 3.732 -0.973 1.389
H 2.871 0.529 1.018
H 2.906 -0.778 -0.175
O -0.477 -2.373 -3.464
O -1.630 -2.455 -2.858
```

Löwdin population analysis, charges in e, atoms 1 to 6: 1.42 -0.04 -0.26 -0.03 -0.06 -0.29

***

5.
This record from the Open Molecules 2025 dataset describes a structure of composition C25H26HfIN4O2 at a distorted geometry. The level of theory is wB97M-V/def2-TZVPD.

Results
Kohn-Sham gap ... 5.090 eV
Multiplicity ... 1
Net charge ... +3
Highest occupied orbital energy ... -15.28 eV

```
59
C25H26HfIN4O2, DFT wB97M-V/def2-TZVPD
Hf 0.173 0.001 -0.147
C -2.922 3.293 -0.328
C -2.315 2.090 -0.632
N -1.412 1.489 0.205
C -1.054 2.125 1.387
C -1.517 3.480 1.662
C -2.623 3.968 0.888
C -0.943 4.210 2.761
C 0.080 3.659 3.469
C 0.540 2.287 3.280
C 1.576 1.669 4.063
C 1.935 0.376 3.756
C 1.287 -0.348 2.719
N 0.361 0.254 1.975
C -0.028 1.552 2.209
H -3.794 3.608 -0.926
H -2.543 1.536 -1.561
H -3.284 4.861 1.163
H -1.285 5.199 3.025
H 0.677 4.215 4.196
H 2.014 2.225 4.879
H 2.740 -0.087 4.300
H 1.544 -1.385 2.520
I 5.572 3.819 -5.933
C 4.261 2.877 -4.510
C 2.987 2.488 -4.907
C 2.125 1.848 -4.037
C 2.505 1.708 -2.688
C 3.766 2.037 -2.265
C 4.639 2.615 -3.190
C 1.635 1.054 -1.787
O 2.032 0.745 -0.595
O 0.387 0.827 -2.107
H 2.638 2.737 -5.940
H 1.152 1.456 -4.350
H 4.012 1.850 -1.249
H 5.657 2.722 -2.850
C -2.591 -5.306 -0.048
C -2.417 -4.022 -0.875
N -1.505 -3.051 -0.274
C -2.125 -2.020 0.588
C -2.759 -2.675 1.827
C -0.182 -3.153 -0.362
C 0.587 -4.360 -0.875
N 0.592 -2.052 -0.056
H -2.486 -6.163 -0.744
H -3.575 -5.369 0.374
H -1.837 -5.432 0.738
H -3.408 -3.579 -0.983
H -2.024 -4.213 -1.912
H -2.849 -1.458 -0.017
H -1.284 -1.337 0.809
H -3.695 -3.208 1.635
H -3.004 -1.946 2.585
H -2.097 -3.403 2.317
H 0.546 -4.535 -1.974
H 0.280 -5.273 -0.370
H 1.666 -4.181 -0.656
H 1.590 -2.324 -0.180
```

natural (NBO) population analysis, charges in e, atoms 1 to 6: 2.57 -0.24 0.12 -0.67 0.15 -0.06

***

6.
This record from the Open Molecules 2025 dataset describes a structure of composition C42H52IrN3Si at a distorted geometry. The level of theory is wB97M-V/def2-TZVPD.

Results
Kohn-Sham gap (alpha / beta) ... 5.787 / 7.034 eV
Multiplicity ... 5
Net charge ... 0
Relative energy (zero: lowest compared OMol25 entry of this formula, charge and spin) ... 76.8 kJ/mol
Highest occupied orbital energy (alpha / beta) ... -5.21 / -8.16 eV

```
99
C42H52IrN3Si, DFT wB97M-V/def2-TZVPD
Ir 0.517 0.234 -0.352
C -2.882 4.490 4.195
C -2.310 3.201 4.722
C -3.461 2.317 5.374
C -1.295 3.477 5.821
C -1.524 2.462 3.601
C -0.392 3.081 2.988
C 0.146 2.460 1.857
N -0.267 1.286 1.368
C -1.209 0.541 2.056
C -1.940 1.234 3.089
C -1.418 -0.825 1.725
C -2.323 -1.635 2.473
C -2.572 -2.936 2.138
C -1.697 -3.507 1.102
C -0.835 -2.631 0.483
N -0.622 -1.325 0.701
C -3.783 -3.683 2.699
C -3.641 -5.176 2.524
C -3.788 -3.378 4.179
C -5.087 -3.249 2.045
H -3.366 4.946 5.054
H -3.598 4.335 3.448
H -2.065 5.164 3.845
H -3.768 2.877 6.253
H -3.130 1.346 5.712
H -4.221 2.167 4.607
H -1.796 3.797 6.723
H -0.543 4.263 5.589
H -0.812 2.546 6.034
H -0.038 4.108 3.274
H 0.917 2.997 1.328
H -2.800 0.749 3.592
H -3.063 -1.059 3.056
H -1.838 -4.559 0.812
H -0.095 -3.048 -0.295
H -2.657 -5.355 2.967
H -3.624 -5.454 1.467
H -4.403 -5.761 3.049
H -2.933 -3.846 4.755
H -4.813 -3.694 4.456
H -3.779 -2.289 4.375
H -4.930 -3.492 1.024
H -5.178 -2.179 2.154
H -5.953 -3.729 2.390
C 4.216 -1.262 -1.350
C 3.403 -2.602 -1.354
C 2.867 -2.868 0.045
C 2.526 -2.658 -2.537
C 2.867 -3.537 -3.597
C 2.241 -3.489 -4.814
C 1.028 -2.841 -4.879
C 0.506 -1.983 -3.933
C -0.877 -1.506 -4.085
C -1.861 -2.198 -3.149
C -1.105 -0.048 -3.999
C 1.336 -1.784 -2.698
N 1.095 -0.859 -1.872
H 5.136 -1.600 -0.876
H 3.776 -0.537 -0.682
H 4.371 -0.765 -2.306
H 4.123 -3.418 -1.481
H 2.413 -1.968 0.556
H 3.690 -3.253 0.657
H 2.041 -3.566 -0.067
H 3.804 -4.130 -3.512
H 2.646 -4.008 -5.667
H 0.450 -3.049 -5.784
H -1.214 -2.025 -4.997
H -1.677 -2.220 -2.066
H -1.953 -3.287 -3.337
H -2.834 -1.712 -3.307
H -0.881 0.384 -3.067
H -2.166 0.169 -4.188
H -0.478 0.440 -4.749
C 4.752 4.719 0.547
C 4.429 3.511 1.125
C 3.471 2.694 0.507
C 3.025 2.913 -0.819
C 3.647 3.965 -1.561
C 4.388 4.866 -0.813
Si 1.466 2.029 -1.558
C 1.702 1.975 -3.449
C 2.815 1.462 -4.101
C 3.003 1.698 -5.456
C 1.998 2.384 -6.174
C 0.974 3.041 -5.483
C 0.823 2.854 -4.112
H 5.346 5.408 1.043
H 4.701 3.221 2.156
H 3.018 1.807 1.028
H 3.399 4.039 -2.653
H 4.691 5.815 -1.245
H 1.903 0.827 -0.064
H 3.521 0.870 -3.509
H 3.933 1.370 -5.936
H 1.944 2.398 -7.253
H 0.356 3.718 -6.070
H 0.076 3.329 -3.505
```

Löwdin population analysis, charges in e, atoms 1 to 6: 0.98 -0.05 -0.55 -0.04 -0.06 -0.16

***

- Among the records above, which one has the highest multiplicity?
  C31H31N4O6RuS